(1)
C10H12O3 in the gas phase in a non-equilibrium geometry, computed with wB97M-V/def2-TZVPD.

As for the SMILES: CCOC(=O)C#CC(=O)C1CCC1. The HOMO-LUMO gap comes out at 10.243 eV. The total charge is 0.

```
25
Properties=species:S:1:pos:R:3:forces:R:3:nbo_charge:R:1
H -4.9043 -2.0176 -0.5024 0.00 -0.17 -0.09 0.217
O -2.6143 -1.3510 0.5665 1.22 -0.10 -0.17 -0.485
C -4.9870 -1.6069 0.4967 -0.46 0.97 0.51 -0.637
C 4.3442 0.4274 -0.3775 0.35 -0.50 -0.31 -0.407
H 4.1917 2.3762 -1.4342 0.07 0.09 0.02 0.213
H 5.1611 0.8836 0.1701 0.26 -0.26 0.07 0.207
C 2.4032 1.4163 -0.5719 -1.22 0.14 -0.40 -0.313
H 3.0718 0.8552 1.4060 0.11 -0.37 -0.11 0.214
C 1.1497 0.9091 -1.3032 0.47 2.04 -1.96 0.511
H -3.7689 -1.3808 2.2847 -0.03 0.35 0.11 0.198
C 3.7085 1.4075 -1.3539 -0.11 0.31 -2.32 -0.393
H -5.2274 -0.5319 0.4263 0.44 -0.32 -0.12 0.225
H 3.5633 1.0330 -2.3966 0.17 0.25 0.76 0.229
H -5.8541 -2.0080 1.0114 -0.09 -0.46 0.00 0.216
C -0.0390 0.5758 -0.5511 0.34 -0.26 0.09 -0.033
H -3.6210 -2.9059 1.4857 0.64 -0.41 -0.28 0.194
C -2.2728 -0.0617 0.6789 -1.71 0.93 1.22 0.730
C -3.7294 -1.8499 1.3097 -1.03 0.73 -0.25 -0.073
C -1.0656 0.2994 -0.0033 0.19 -0.61 -0.16 -0.034
H 4.6470 -0.5506 -0.8296 -0.20 0.84 0.56 0.210
O 1.0410 1.0098 -2.5261 0.29 -0.65 1.57 -0.487
C 3.0203 0.4448 0.3906 -0.11 -1.40 1.89 -0.393
H 2.5360 -0.5434 0.4332 0.00 0.35 0.12 0.210
H 2.1487 2.3850 -0.1038 -0.11 -0.39 -0.29 0.236
O -2.9026 0.7845 1.2940 0.50 -1.08 -0.49 -0.557
```
Positions in Å, forces in eV/Å.

(2)
A molecular structure, C29H29F3N3O4S2V, computed with wB97M-V/def2-TZVPD.

As for the spin multiplicity: 2. The HOMO-LUMO gap (alpha / beta) comes out at 6.641 / 6.983 eV. The total charge is -1.

```
71
Properties=species:S:1:pos:R:3:forces:R:3:lowdin_spin:R:1
C -1.6029 -0.9536 -1.2429 -0.04 0.00 -0.08 0.002
C -0.5403 0.6190 -2.5635 -0.01 0.04 -0.04 -0.010
C 4.5281 2.9980 1.5957 0.00 -0.01 0.02 -0.003
C -2.0461 1.2343 2.2064 -0.05 0.00 0.08 -0.002
H -0.1220 -2.2951 -3.4197 0.00 0.00 0.00 -0.002
H 5.2047 -2.9886 -0.2579 0.00 0.00 0.00 0.000
F -6.2284 -4.0810 2.9408 0.03 -0.01 0.03 0.000
C 3.2875 -2.0282 -0.0455 0.00 0.01 -0.02 -0.002
C -1.7038 1.2015 -2.0221 0.01 0.02 0.04 -0.027
C -1.9836 -2.2834 -0.6827 -0.03 -0.11 -0.01 0.003
C 0.4169 -1.7963 -2.6079 0.00 -0.01 0.01 -0.004
H 4.5868 0.4581 -2.7243 0.00 0.00 0.00 0.000
C 2.3066 2.0301 1.5699 -0.05 -0.01 0.02 -0.001
H -3.9347 -0.4086 0.1306 0.00 0.00 -0.01 0.000
H 0.6450 -2.5441 -1.8502 0.01 0.01 0.00 0.000
H -2.8411 2.5118 -3.2682 0.01 0.00 -0.01 -0.002
F -7.2246 -2.1686 3.0944 0.01 -0.02 -0.04 0.000
C -6.1034 -2.8278 3.4185 0.01 0.03 0.02 0.000
C 2.4523 -0.9523 -0.4589 0.01 0.02 0.02 -0.005
H 1.3576 -1.4209 -3.0050 0.00 0.00 0.00 0.000
C 4.3754 3.3485 0.2563 -0.01 0.00 -0.03 0.002
H -1.1060 -2.8862 -0.4535 0.01 0.01 -0.01 0.000
H 1.2730 1.4505 3.4188 0.00 0.00 0.00 0.000
H 1.1604 -3.5548 2.1097 0.01 0.00 0.00 0.000
F -6.0823 -2.9308 4.7714 -0.02 0.02 -0.02 0.000
C 0.7275 -1.7630 0.9934 -0.01 0.00 -0.02 0.003
C 4.2262 -0.2358 -1.9741 0.00 0.00 0.01 0.001
O -1.8346 -0.1230 1.9062 -0.03 0.06 0.09 0.012
S -4.4996 -1.9737 2.8208 -0.02 -0.06 -0.05 0.000
H -3.7992 0.8033 3.0648 0.12 -0.14 0.23 0.000
H 1.2709 0.6853 -3.7198 -0.01 -0.01 -0.01 0.000
C 1.2273 1.4230 2.3317 0.05 0.03 -0.07 0.004
H -2.8432 2.9594 -1.5610 0.00 -0.01 0.00 0.000
S -1.7912 2.3637 0.8610 -0.04 -0.03 -0.04 -0.049
H -1.4118 3.2621 -2.5505 0.00 0.00 0.00 0.000
H 3.4536 -3.7861 1.1964 0.00 0.00 0.00 0.000
H 5.1764 3.8601 -0.2636 0.00 0.00 0.01 0.000
O -4.4202 -2.4848 1.4306 -0.04 0.01 0.01 0.000
C 2.8087 -2.9686 0.8941 0.00 0.00 0.00 0.004
H -3.4415 2.4234 2.9675 0.02 0.00 0.00 -0.001
H -2.5724 -2.8334 -1.4248 0.02 0.01 -0.02 0.001
C -2.3891 0.2002 -1.2433 -0.01 0.03 -0.09 -0.023
C 4.5882 -2.1640 -0.5994 -0.01 -0.01 0.01 0.000
N 0.2042 0.9062 1.7840 0.04 0.01 0.10 -0.011
N -0.8152 0.5725 2.6987 0.05 0.02 -0.03 0.002
H -0.1218 1.4374 -4.4957 0.00 0.01 0.00 0.000
C 3.4884 2.3583 2.2388 0.02 0.01 0.00 0.002
H 2.3580 0.7401 -1.7879 0.00 -0.01 -0.01 0.000
O -4.9776 -0.5617 2.8774 -0.03 0.07 0.03 0.000
H -2.6088 -2.2179 0.2077 0.02 0.08 0.01 0.000
C -3.7669 0.3037 -0.6786 0.02 -0.02 0.03 -0.002
H 5.4412 3.2317 2.1264 0.00 0.00 0.00 0.000
H 6.0472 -1.4142 -1.9539 0.00 0.00 0.00 0.000
C 1.5471 -2.8382 1.3945 0.00 0.00 0.01 -0.001
C 5.0536 -1.2945 -1.5394 0.00 0.00 -0.01 -0.001
H -0.2602 -1.7063 1.4339 0.00 0.00 0.00 0.001
C 2.9774 -0.0757 -1.4483 -0.01 0.00 -0.01 -0.001
C -2.2259 2.5601 -2.3645 -0.02 0.01 0.02 -0.002
H 0.7053 2.2623 -3.1700 0.01 -0.01 0.01 0.000
C -0.4556 -0.7079 -2.0696 0.09 -0.02 -0.10 -0.033
N -3.0485 1.5087 3.1414 -0.05 0.07 -0.24 -0.002
C 0.3812 1.2862 -3.5369 0.02 0.02 0.01 0.000
C 1.1332 -0.8096 0.0881 -0.03 -0.09 -0.01 -0.047
C 2.1616 2.3709 0.2106 -0.06 0.03 -0.05 0.009
V -0.2563 0.7864 -0.3067 -0.06 0.09 0.31 1.184
H -3.9817 1.3046 -0.3118 -0.01 0.01 -0.02 0.000
C 3.2107 3.0497 -0.4210 0.04 0.03 0.07 -0.003
H 3.5771 2.0961 3.2872 0.00 0.00 0.00 0.000
H -4.4824 0.0679 -1.4735 -0.01 -0.02 0.01 -0.002
O 1.0807 2.0879 -0.5085 0.05 -0.15 -0.13 0.008
H 3.0828 3.3159 -1.4626 0.00 0.00 0.00 0.000
```
Positions in Å, forces in eV/Å.

(3)
A molecular structure, C8H13NO, computed with wB97M-V/def2-TZVPD.

The HOMO-LUMO gap (alpha / beta) comes out at 7.333 / 7.303 eV. The total charge is 0.

```
23
Properties=species:S:1:pos:R:3:forces:R:3:nbo_charge:R:1
H 1.7011 1.3743 0.9497 -0.02 0.00 -0.02 0.230
C -0.4754 2.3039 -0.4350 0.27 -0.08 -0.25 -0.714
C 0.0321 -0.3267 -0.6294 0.18 -0.45 -0.64 -0.189
N -1.3628 0.5013 1.2507 0.33 -0.24 -0.33 -0.454
H -1.2479 -2.9486 -0.0352 0.00 0.02 0.02 0.210
H 2.6003 0.7718 -0.4617 -0.03 0.01 0.00 0.233
C 1.9234 1.5448 -0.1026 -0.04 -0.06 -0.02 -0.662
H 2.4161 2.5161 -0.2044 -0.05 -0.04 -0.01 0.229
C -1.2929 -2.8178 1.0478 0.07 0.08 0.03 -0.598
H 0.3364 -1.8145 -2.3445 0.01 -0.04 -0.04 0.235
H -1.1086 1.5724 0.3320 -0.03 -0.31 0.14 0.315
H -1.1587 2.6412 -1.2131 0.04 -0.02 -0.01 0.219
H -0.4272 -1.5574 2.5810 -0.01 0.03 -0.06 0.225
C 0.6558 1.5550 -0.9136 -0.13 0.34 0.00 0.461
H 0.6965 -1.9965 1.2798 -0.02 0.01 -0.01 0.212
H 0.1348 1.6497 -2.7614 0.02 0.03 0.06 0.481
H -0.2244 3.0942 0.2714 0.02 -0.08 0.01 0.245
C -0.3346 -1.7167 1.5062 -0.01 -0.07 -0.15 -0.430
H -2.3196 -2.5713 1.3231 0.05 0.01 -0.01 0.214
C -0.6443 -0.3917 0.8222 -0.43 0.45 0.59 0.192
O 0.9482 1.5452 -2.2530 -0.12 -0.15 0.25 -0.682
H -1.0270 -3.7699 1.5117 -0.01 0.05 -0.03 0.212
C 0.1788 -1.1589 -1.5217 -0.07 0.50 0.48 -0.185
```
Positions in Å, forces in eV/Å.

(4)
2 unconnected molecules or ions with the total composition C4H7NO in a non-equilibrium geometry, computed with wB97M-V/def2-TZVPD.

As for the SMILES: C=C1NO1.C=C. The HOMO-LUMO gap comes out at 10.859 eV. The total charge is 0.

```
13
Properties=species:S:1:pos:R:3:forces:R:3:nbo_charge:R:1
H -1.4731 -1.5170 -1.1253 -1.49 1.01 1.51 0.227
C 1.6546 0.9575 0.0080 1.36 0.38 -1.26 -0.392
H -2.3168 -2.0181 0.4111 -0.31 0.12 0.96 0.236
H 2.1282 -0.8480 0.7089 -0.22 -1.25 1.23 0.178
O -2.9810 1.0021 0.7614 0.10 -1.00 2.20 -0.337
H 1.9189 1.6776 -0.7051 -0.10 1.58 -0.50 0.191
C -2.1148 -1.1788 -0.2104 1.91 -1.32 -2.85 -0.558
C -2.4775 0.0646 -0.1126 -0.50 1.09 0.97 0.422
N -2.5853 1.3680 -0.5332 1.54 0.56 -4.37 -0.335
H 0.7911 0.9121 0.5423 -2.65 0.41 1.04 0.191
H 3.4180 -0.1584 -0.2438 1.56 0.13 -1.08 0.186
C 2.4694 -0.0314 0.1553 0.02 -1.25 0.58 -0.355
H -1.6381 1.8253 -0.7280 -1.20 -0.46 1.59 0.348
```
Positions in Å, forces in eV/Å.

We obtain ΔE to the lowest compared entry with this formula, charge and spin values of 3.6501, 1.7716, 5.6196, 6.1713 eV for the records listed above, in that order.